<one>
Formula: C18H22N2O5S
Source: the OMol25 dataset
Level of theory: ωB97M-V/def2-TZVPD

Calculated values
LUMO energy = 0.4 eV
Highest occupied orbital energy = -8.4 eV
Orbital gap = 8.79 eV
Structure (SMILES) = CCCNC(=O)c1ccccc1NS(=O)(=O)c1ccc(OC)c(OC)c1

ORCA input file:
```
! RIJCOSX wB97M-V def2-TZVPD def2/J DEFGRID3
* xyz 0 1
C -3.164 -1.777 0.743
C -2.844 -3.243 1.004
C -1.436 -3.428 1.564
N -0.429 -2.978 0.630
C 0.551 -2.115 0.970
O 0.617 -1.652 2.106
C 1.506 -1.751 -0.109
C 1.661 -2.535 -1.254
C 2.500 -2.153 -2.281
C 3.217 -0.968 -2.179
C 3.121 -0.198 -1.041
C 2.281 -0.578 0.010
N 2.248 0.201 1.152
S 1.854 1.832 1.070
O 2.661 2.456 0.064
O 1.907 2.335 2.406
C 0.163 1.747 0.509
C -0.878 1.950 1.380
C -2.182 1.807 0.920
C -2.430 1.431 -0.392
O -3.660 1.259 -0.935
C -4.790 1.557 -0.149
C -1.342 1.193 -1.271
O -1.668 0.791 -2.525
C -0.622 0.554 -3.437
C -0.051 1.373 -0.809
H -4.176 -1.673 0.361
H -2.478 -1.356 0.012
H -3.072 -1.202 1.662
H -2.943 -3.812 0.076
H -3.555 -3.655 1.723
H -1.301 -2.841 2.475
H -1.265 -4.486 1.800
H -0.513 -3.303 -0.318
H 1.141 -3.479 -1.342
H 2.602 -2.779 -3.155
H 3.870 -0.662 -2.982
H 3.682 0.715 -0.934
H 1.734 -0.259 1.910
H -0.666 2.227 2.399
H -2.999 1.987 1.598
H -5.648 1.384 -0.797
H -4.787 2.601 0.177
H -4.858 0.902 0.725
H -1.107 0.241 -4.361
H 0.047 -0.240 -3.088
H -0.038 1.460 -3.622
H 0.808 1.245 -1.446
*
```

=====

<two>
Formula: C18H22N2O5S
Source: the OMol25 dataset
Level of theory: ωB97M-V/def2-TZVPD

Calculated values
LUMO energy = 0.2 eV
Highest occupied orbital energy = -8.8 eV
Orbital gap = 8.99 eV
Structure (SMILES) = C[C@@H]1CN1S(=O)(=O)c1ccc2c(c1)C1(OCCCO1)C(=O)N2CC1CC1

ORCA input file:
```
! RIJCOSX wB97M-V def2-TZVPD def2/J DEFGRID3
* xyz 0 1
C 0.984 3.692 -1.714
C 0.243 4.324 -0.531
C 0.922 5.580 0.072
N 0.606 4.430 0.869
S 1.971 3.467 1.376
O 3.236 3.895 0.784
O 2.046 3.473 2.874
C 1.603 1.783 0.766
C 2.691 0.955 0.532
C 2.487 -0.382 0.252
C 1.175 -0.842 0.024
C 0.089 0.003 0.123
C 0.290 1.320 0.521
C -1.245 -0.597 -0.134
O -1.822 0.218 -1.198
C -3.219 0.080 -1.422
C -3.917 0.435 -0.145
C -3.443 -0.602 0.886
O -2.008 -0.476 1.076
C -0.719 -2.021 -0.467
O -1.439 -2.942 -0.881
N 0.663 -2.081 -0.352
C 1.376 -3.339 -0.414
C 1.050 -4.310 0.726
C 1.334 -5.789 0.505
C -0.079 -5.297 0.577
H 0.848 4.338 -2.599
H 0.544 2.692 -1.941
H 2.071 3.630 -1.548
H -0.811 4.390 -0.708
H 1.960 5.833 -0.217
H 0.266 6.452 0.250
H 3.698 1.359 0.682
H 3.354 -1.060 0.189
H -0.574 1.972 0.693
H -3.466 -0.935 -1.701
H -3.517 0.730 -2.228
H -4.997 0.335 -0.237
H -3.646 1.407 0.224
H -3.992 -0.498 1.825
H -3.629 -1.635 0.536
H 1.092 -3.795 -1.352
H 2.470 -3.155 -0.475
H 1.273 -3.928 1.763
H 1.712 -6.290 1.430
H 1.801 -6.013 -0.426
H -0.654 -5.487 1.495
H -0.676 -5.316 -0.358
*
```

=====

Which is most stable, and by how much? <one>, by 3.686 eV.